{
  "formula": "C35H51Cl2F24IN2O10P2SSi",
  "method": "the ωB97M-V functional and the def2-TZVPD basis",
  "charge": 0,
  "homo_energy_ev": -7.618,
  "homo_lumo_gap_ev": 7.718,
  "molar_mass_g_mol": 1435.7,
  "symbols": ["C", "C", "P", "C", "C", "C", "C", "C", "O", "C", "C", "C", "C", "C", "C", "S", "O", "O", "Cl", "C", "C", "O", "I", "O", "C", "Cl", "N", "C", "O", "Si", "C", "C", "C", "P", "N", "O", "H", "H", "H", "H", "H", "H", "H", "H", "H", "H", "H", "H", "H", "H", "H", "H", "H", "H", "H", "H", "H", "H", "H", "H", "H", "H", "H", "H", "H", "H", "H", "H", "H", "H", "H", "H", "H", "H", "H", "C", "C", "C", "F", "F", "F", "F", "O", "C", "C", "F", "F", "F", "F", "H", "H", "H", "H", "C", "C", "C", "F", "F", "F", "F", "O", "C", "C", "F", "F", "F", "F", "H", "H", "H", "H", "C", "C", "C", "F", "F", "F", "F", "O", "C", "C", "F", "F", "F", "F", "H", "H", "H", "H"],
  "xyz": [[4.602055, -0.178311, 2.716337], [3.407769, 0.713491, 3.141804], [2.809728, 2.076901, 2.059463], [3.916786, 3.557615, 2.141122], [5.183872, 3.361783, 3.038199], [2.367547, 1.616191, 0.306821], [2.323208, 3.016010, -0.424810], [1.356870, 3.046969, -1.617329], [1.094662, 1.051499, 0.112392], [0.817493, -0.190285, 0.789126], [-0.399212, -0.046976, 1.758279], [-1.491476, 0.736796, 0.976296], [-1.422570, 2.268030, 1.056360], [-2.105435, 2.929333, -0.164812], [-3.637321, 2.835855, -0.007788], [-4.433492, 3.910134, -1.220137], [-5.859710, 3.715955, -1.241948], [-3.965095, 5.242153, -0.971187], [-3.589864, 3.347803, -3.012860], [-0.085774, 0.724777, 3.041887], [-1.301007, 1.039672, 3.905880], [-2.387761, 0.596121, 3.813582], [-0.952461, 2.538999, 5.466895], [-1.016221, -1.308358, 2.039760], [-0.527591, -2.177228, 2.964855], [1.286299, -2.323048, 3.098110], [-1.108259, -1.932156, 4.321027], [-0.486782, -2.454115, 5.251495], [-0.034472, -2.895521, 6.219666], [0.588380, -1.608655, -0.527327], [1.289350, -1.134734, -2.223017], [-1.197447, -2.093264, -0.892436], [1.520258, -3.189535, -0.049110], [3.747218, 0.632819, -0.509644], [3.746025, 1.039229, -2.179279], [5.090957, 1.471031, 0.048069], [4.267159, -0.850352, 1.921751], [4.848039, -0.835468, 3.557966], [5.487853, 0.375346, 2.423533], [3.680698, 1.189930, 4.089717], [2.593650, 0.038040, 3.397234], [3.334886, 4.360329, 2.588459], [4.267536, 3.896429, 1.169996], [6.011895, 3.888456, 2.560998], [5.031295, 3.831519, 4.007568], [5.476331, 2.321221, 3.131309], [3.317233, 3.278923, -0.787097], [1.971258, 3.779518, 0.276950], [1.587674, 2.280990, -2.354379], [0.316531, 2.968512, -1.317999], [1.467912, 4.015667, -2.115306], [1.722881, -0.467861, 1.341933], [-2.451910, 0.425610, 1.393477], [-1.513445, 0.451306, -0.075967], [-1.936593, 2.644447, 1.947306], [-0.407362, 2.661214, 1.098006], [-1.808096, 2.382442, -1.058829], [-1.791165, 3.969388, -0.236791], [-3.937196, 1.801676, -0.179525], [-3.932296, 3.152299, 0.991931], [0.609790, 0.205421, 3.706746], [0.394983, 1.685718, 2.852647], [-0.861935, -3.170201, 2.668811], [1.042523, -0.109793, -2.492971], [0.797808, -1.815730, -2.926196], [2.355090, -1.342292, -2.273826], [-1.785605, -1.290119, -1.339388], [-1.722934, -2.550614, -0.054083], [-1.142882, -2.875534, -1.655957], [1.735030, -3.777767, -0.943907], [2.480921, -2.947469, 0.416660], [0.968030, -3.810729, 0.658653], [4.162843, 1.955975, -2.325845], [4.296878, 0.369748, -2.702415], [5.761044, 0.809812, 0.237362], [9.271562, -2.869511, -2.802364], [9.115235, -2.797136, -4.333112], [8.649966, -1.477890, -4.962969], [7.445348, -1.077018, -4.514254], [8.549290, -1.646780, -6.301034], [8.345487, -3.820986, -4.755772], [10.362386, -3.005149, -4.841272], [8.223987, -3.422678, -2.006558], [7.139440, -2.683173, -1.583112], [5.818669, -3.151096, -2.207203], [5.882492, -3.199093, -3.548530], [4.846844, -2.276662, -1.862760], [7.345022, -1.360344, -1.746135], [7.022796, -2.890359, -0.255637], [10.086550, -3.575565, -2.650718], [9.623118, -1.923096, -2.391496], [9.381094, -0.687688, -4.770283], [5.559259, -4.145855, -1.839271], [-8.837180, 4.372913, 3.690420], [-7.993685, 5.219989, 4.661758], [-8.330929, 6.707258, 4.824860], [-8.246646, 7.395725, 3.675066], [-7.451756, 7.258508, 5.696064], [-6.684065, 5.058658, 4.380636], [-8.199968, 4.678577, 5.897405], [-8.366263, 4.121854, 2.369763], [-8.568300, 5.003958, 1.322125], [-7.263108, 5.619868, 0.807380], [-6.551883, 6.191780, 1.802292], [-7.540861, 6.584123, -0.098263], [-9.495920, 5.930285, 1.636003], [-9.076462, 4.280470, 0.305857], [-8.837314, 3.379985, 4.138157], [-9.879459, 4.692506, 3.684637], [-9.338200, 6.823141, 5.235258], [-6.640472, 4.856768, 0.337141], [-4.724250, -6.938290, -3.437088], [-3.647389, -8.039012, -3.400986], [-2.667872, -8.071333, -2.220867], [-1.949159, -6.940612, -2.102675], [-1.795770, -9.089701, -2.407987], [-2.977721, -8.052985, -4.572276], [-4.327564, -9.217790, -3.322050], [-4.511060, -5.759847, -4.211936], [-3.811288, -4.670200, -3.733132], [-2.496942, -4.431340, -4.486865], [-1.725961, -5.531738, -4.519859], [-1.804391, -3.453032, -3.859158], [-3.635051, -4.740466, -2.400953], [-4.578378, -3.586193, -3.964259], [-5.567607, -7.407823, -3.941214], [-5.079671, -6.694247, -2.435955], [-3.207321, -8.248670, -1.286162], [-2.701613, -4.126019, -5.514902]],
  "atomic_forces_ev_per_a": [[-0.8, -0.5, 0.5], [1.6, -0.2, -0.3], [-2.1, 0.5, 1.0], [1.2, -0.4, 0.4], [-0.3, 0.5, -0.7], [1.8, 1.7, -1.5], [-0.9, -0.5, 0.0], [0.3, 0.3, -0.2], [-0.2, -0.5, 0.5], [0.5, -0.7, 0.2], [-0.4, 1.6, -0.5], [-0.4, 0.2, 0.3], [-0.2, 0.5, -0.4], [-0.2, -0.4, 0.7], [1.0, -0.4, -1.0], [-0.5, 0.9, 1.1], [0.8, -0.6, -0.5], [0.1, -0.3, -0.2], [-0.4, -0.2, 0.3], [-0.3, 0.2, 0.9], [-0.1, -0.3, -0.4], [-0.1, 0.1, 0.0], [0.2, -0.1, -0.1], [0.8, -0.4, -0.1], [-1.1, -0.3, 0.8], [-0.1, 0.0, 0.0], [1.6, -0.6, -0.4], [-1.1, 0.5, 0.1], [0.2, 0.0, -0.1], [0.0, -0.5, -0.7], [-0.4, -0.3, 0.6], [0.2, -0.3, -0.1], [0.0, 0.3, 0.3], [0.0, -1.5, -0.2], [0.2, 0.5, 0.7], [-0.6, 0.2, -0.1], [0.3, 0.2, -0.2], [0.2, 0.1, 0.0], [0.0, 0.0, -0.1], [-0.2, 0.2, -0.1], [-0.2, 0.3, -0.2], [-0.2, 0.0, -0.2], [-0.2, -0.2, -0.1], [0.1, 0.0, 0.1], [0.0, -0.3, 0.2], [0.0, 0.0, 0.2], [0.1, 0.1, 0.3], [0.3, 0.1, 0.0], [-0.1, -0.1, 0.1], [0.0, -0.1, 0.1], [0.0, 0.0, 0.0], [-0.2, 0.0, 0.0], [0.1, -0.1, 0.0], [0.3, -0.2, 0.1], [0.1, -0.1, 0.1], [0.1, -0.3, 0.0], [0.1, 0.2, -0.1], [-0.1, 0.0, -0.1], [-0.4, 0.1, 0.0], [-0.4, 0.3, -0.2], [-0.1, 0.0, -0.1], [0.1, -0.1, -0.3], [0.1, 0.1, -0.2], [0.3, 0.0, -0.1], [0.0, 0.1, 0.0], [0.1, 0.3, -0.1], [-0.1, 0.0, 0.2], [-0.1, 0.3, 0.1], [0.1, 0.1, 0.0], [-0.1, 0.0, 0.0], [0.0, 0.0, -0.1], [0.0, 0.0, -0.1], [-0.2, 0.0, -0.2], [-0.1, -0.1, 0.0], [0.2, 0.0, 0.1], [0.4, 0.0, 0.6], [-0.5, -0.5, 0.2], [0.2, 0.2, -0.3], [-0.1, -0.2, 0.3], [0.1, -0.1, 0.1], [-0.1, 0.1, 0.0], [0.2, 0.2, 0.0], [-0.5, 0.2, -0.6], [0.9, -0.1, 0.0], [-0.3, -0.2, -0.1], [0.2, 0.2, -0.1], [0.0, 0.1, 0.1], [-0.1, 0.0, -0.2], [-0.1, 0.0, 0.2], [0.0, -0.1, -0.1], [-0.2, 0.2, -0.1], [0.0, 0.0, 0.1], [0.1, 0.0, 0.1], [-0.5, -0.5, -0.2], [0.4, -0.2, -0.5], [-0.1, 0.2, 0.4], [0.0, -0.2, -0.3], [0.0, -0.1, 0.0], [0.0, 0.1, 0.0], [-0.2, 0.0, 0.1], [0.5, 0.7, 0.1], [-0.5, -0.4, 0.6], [0.6, 0.1, -0.2], [-0.2, 0.0, 0.3], [-0.2, -0.1, 0.0], [0.2, 0.2, 0.1], [0.0, 0.0, -0.2], [0.1, 0.0, 0.0], [0.1, 0.3, 0.0], [0.0, -0.1, 0.0], [-0.3, 0.0, 0.0], [-0.7, 0.2, 0.1], [0.2, 0.4, -0.6], [0.1, -0.3, 0.3], [-0.1, 0.2, -0.2], [-0.1, 0.0, -0.1], [0.1, 0.1, 0.1], [-0.1, -0.1, 0.2], [0.8, -0.2, 0.1], [-0.7, -0.5, 0.2], [0.2, 0.1, -0.3], [0.0, -0.2, 0.2], [-0.1, 0.0, 0.0], [0.2, -0.1, 0.0], [0.0, 0.2, -0.1], [0.1, -0.1, -0.1], [0.3, 0.0, 0.1], [-0.1, 0.0, 0.0], [-0.1, 0.0, 0.0]]
}